Record 1
A molecular structure, C9H14NaO7 at a distorted geometry, computed with wB97M-V/def2-TZVPD.

Cartesian coordinates (Å):
C 4.2060 0.0295 0.2436
C 2.9179 0.7211 0.7052
C 1.9614 1.0006 -0.4216
O 1.3521 2.0367 -0.5606
O 1.8220 -0.0140 -1.3341
C 0.8703 -1.0078 -0.9481
C -0.5186 -0.6818 -1.5348
C -1.6940 -1.2189 -0.7294
O -1.3544 -2.4963 -0.1539
C -1.2710 -2.4134 1.1807
O -0.8156 -3.2326 1.9140
O -1.7828 -1.2160 1.6128
C -2.1615 -0.4184 0.5151
C -1.5797 0.9678 0.7329
O -2.0285 1.8765 -0.2819
O -3.0632 2.7250 0.2479
H 4.7239 0.6542 -0.4850
H 4.0026 -0.9350 -0.2129
H 4.8672 -0.0975 1.0980
H 3.1518 1.6920 1.1377
H 2.4296 0.1160 1.4719
H 0.8428 -1.1020 0.1416
H 1.2163 -1.9582 -1.3420
H -0.5979 0.3931 -1.6924
H -0.5714 -1.1398 -2.5238
H -2.5493 -1.4206 -1.3705
H -3.2560 -0.3159 0.4791
H -1.8922 1.3364 1.7108
H -0.4931 0.9846 0.7201
H -3.8509 2.1696 0.3057
Na -4.8840 2.9651 -0.6257

Cartesian forces (eV/Å) of the 6 atoms listed first:
-0.119 0.255 0.042
0.483 0.161 -0.234
-0.514 0.696 -0.023
0.358 -0.782 0.091
-0.079 -0.153 -0.028
-0.290 0.103 -0.020

Results
- HOMO level: -12.8 eV
- Charge: +1
- E_LUMO: -0.19988 Ha



Record 2
2 unconnected molecules or ions with the total composition C9H14O at a distorted geometry, computed with wB97M-V/def2-TZVPD.

Cartesian coordinates (Å):
C 2.9590 1.9109 -0.7468
C 2.0840 0.7587 -0.7354
C 2.5123 -0.4050 -0.0599
C 1.7329 -1.6247 -0.0143
C 0.5088 -1.5642 -0.6523
O -0.3339 -2.7155 -0.6465
C 0.0800 -0.3969 -1.3473
C 0.8589 0.7995 -1.3144
H 3.0091 2.4090 -1.6312
H 4.0221 1.6201 -0.3025
H 2.6621 2.5699 0.0120
H 3.4719 -0.7275 0.3393
H 2.0774 -2.6234 0.2954
H -0.6708 -2.9766 -1.4929
H -0.8868 -0.5279 -1.8282
H 0.4888 1.7692 -1.7352
C -2.7752 0.0706 2.1478
C -3.4892 0.4474 0.8420
H -1.7805 -0.4318 1.7907
H -2.4685 0.9616 2.7276
H -3.3964 -0.6632 2.7978
H -2.6216 1.0416 0.2911
H -3.5824 -0.5318 0.3462
H -4.4621 0.8298 0.9171

Cartesian forces (eV/Å) of the 6 atoms listed first:
3.442 -1.337 3.350
1.345 -2.040 1.590
-1.132 -3.385 -0.244
-0.157 1.679 -0.996
-1.360 -0.052 -1.406
1.249 0.993 1.250

Results
- Structure (SMILES): Cc1ccc(O)cc1.CC
- HOMO level: -8.7 eV
- Relative energy (zero: lowest compared OMol25 entry of this formula, charge and spin): 183.1 kJ/mol
- E_LUMO: 0.03175 Ha